[1]
C22H21N3O4S | ωB97M-V/def2-TZVPD

Values from the calculation:
Energy above the lowest of the compared OMol25 structures with the same formula, charge and spin   0.617 eV
SMILES   COCCn1c(SCC(=O)Nc2ccc(C)cc2)nc2c(oc3ccccc32)c1=O
2S+1   1
Orbital gap   8.505 eV

```
51
C22H21N3O4S (ωB97M-V/def2-TZVPD)
C 2.51 -5.83 -1.47
O 1.64 -5.97 -0.37
C 0.72 -4.92 -0.22
C 1.34 -3.65 0.38
N 0.37 -2.58 0.44
C 0.14 -1.78 -0.63
S 1.15 -1.97 -2.07
C 0.35 -0.75 -3.14
C 0.12 0.63 -2.50
O -0.87 1.27 -2.77
N 1.16 1.05 -1.74
C 1.24 2.18 -0.91
C 0.24 3.14 -0.86
C 0.38 4.22 -0.01
C 1.50 4.38 0.79
C 1.64 5.56 1.71
C 2.50 3.41 0.72
C 2.37 2.32 -0.12
N -0.73 -0.83 -0.70
C -1.47 -0.62 0.41
C -1.32 -1.38 1.57
O -2.16 -0.97 2.55
C -2.86 0.07 2.03
C -3.84 0.82 2.66
C -4.42 1.84 1.93
C -4.05 2.11 0.62
C -3.08 1.37 -0.02
C -2.48 0.34 0.69
C -0.37 -2.46 1.65
O -0.15 -3.21 2.58
H 1.95 -5.64 -2.40
H 3.04 -6.78 -1.55
H 3.23 -5.02 -1.33
H 0.24 -4.68 -1.18
H -0.04 -5.30 0.47
H 1.67 -3.85 1.40
H 2.19 -3.32 -0.22
H 1.01 -0.65 -4.00
H -0.62 -1.14 -3.46
H 1.93 0.40 -1.64
H -0.64 3.04 -1.47
H -0.41 4.96 0.03
H 2.68 5.78 1.91
H 1.16 6.44 1.28
H 1.15 5.34 2.66
H 3.39 3.51 1.33
H 3.15 1.58 -0.16
H -4.13 0.60 3.68
H -5.19 2.44 2.40
H -4.54 2.92 0.09
H -2.78 1.57 -1.04
```

---

[2]
C18H23N3O4 | ωB97M-V/def2-TZVPD

Values from the calculation:
Energy above the lowest of the compared OMol25 structures with the same formula, charge and spin   0.321 eV
SMILES   CCCCCCCC(=O)NNC(=O)c1c(O)c2ccccc2[nH]c1=O
2S+1   1
Orbital gap   8.557 eV

```
48
C18H23N3O4 (ωB97M-V/def2-TZVPD)
C -4.33 -2.64 0.58
C -5.81 -2.31 0.76
C -6.08 -0.85 1.11
C -5.70 0.14 0.00
C -4.33 0.79 0.22
C -3.94 1.69 -0.95
C -2.56 2.30 -0.75
C -1.46 1.26 -0.89
O -1.58 0.20 -1.46
N -0.30 1.63 -0.30
N 0.85 0.87 -0.39
C 2.01 1.38 0.03
O 2.06 2.53 0.51
C 3.20 0.53 -0.10
C 4.42 1.04 0.33
O 4.54 2.24 0.84
C 5.62 0.24 0.21
C 6.87 0.71 0.62
C 7.99 -0.08 0.49
C 7.88 -1.36 -0.05
C 6.65 -1.84 -0.46
C 5.51 -1.05 -0.34
N 4.29 -1.50 -0.74
C 3.10 -0.80 -0.66
O 2.08 -1.34 -1.06
H -3.91 -2.12 -0.27
H -4.20 -3.71 0.42
H -3.77 -2.36 1.47
H -6.21 -2.94 1.55
H -6.34 -2.57 -0.16
H -7.15 -0.76 1.31
H -5.55 -0.60 2.03
H -6.44 0.94 -0.05
H -5.70 -0.37 -0.96
H -4.35 1.37 1.14
H -3.57 0.01 0.34
H -4.68 2.48 -1.06
H -3.93 1.10 -1.86
H -2.48 2.78 0.22
H -2.38 3.06 -1.52
H -0.13 2.54 0.11
H 0.79 -0.07 -0.81
H 3.62 2.66 0.85
H 6.93 1.71 1.04
H 8.95 0.29 0.81
H 8.76 -1.97 -0.15
H 6.57 -2.83 -0.88
H 4.21 -2.43 -1.13
```

---

| no. | electronic energy (eV) |
| --- | --- |
| 1 | -46651.15203 |
| 2 | -31701.68517 |